No. 1
The following is a DFT calculation (wB97M-V/def2-TZVPD) of a cluster of 4 separate species, CH12N2O3 in total.

## Properties
* gap between HOMO and LUMO: 9.4 eV
* energy relative to the best compared isomer or geometry (same formula, charge and spin): 97.1 kJ/mol
* structure (SMILES): NCN.O.O.O

Geometry as XYZ:
```
18
Properties=species:S:1:pos:R:3:forces:R:3
N 1.159 0.732 0.102 -0.41 -0.58 -0.27
C 0.950 2.157 0.176 -0.12 -0.10 -0.12
N 1.989 2.961 0.743 -0.19 -0.02 -0.35
H 1.711 0.415 -0.680 0.25 0.18 0.15
H 1.463 0.289 0.954 0.13 0.11 0.08
H 0.736 2.483 -0.838 0.24 0.23 -0.15
H 0.010 2.327 0.685 -0.30 -0.06 0.50
H 2.252 2.834 1.700 0.12 0.19 -0.05
H 2.468 3.613 0.159 0.29 0.02 0.22
O -3.944 -1.268 -3.066 -0.02 -0.10 -0.06
H -3.419 -1.746 -2.417 0.01 0.00 -0.03
H -4.104 -1.910 -3.768 0.04 0.09 0.08
O -0.326 -3.338 -2.542 -0.09 0.14 0.10
H -0.647 -3.432 -1.640 0.04 -0.09 0.00
H -0.082 -2.408 -2.603 0.02 -0.02 -0.07
O 0.525 -0.519 4.706 0.06 0.13 -0.10
H 0.947 0.323 4.909 -0.01 -0.06 0.07
H 0.163 -0.393 3.824 -0.06 -0.06 0.02
```
Positions in Å, forces in eV/Å.

No. 2
The following is a DFT calculation (wB97M-V/def2-TZVPD) of a cluster of 4 separate species, CH12N3O3 in total in a non-equilibrium geometry.

## Properties
* gap between HOMO and LUMO: 11.4 eV
* energy relative to the best compared isomer or geometry (same formula, charge and spin): 28.1 kJ/mol
* charge: +1

Geometry as XYZ:
```
19
Properties=species:S:1:pos:R:3:forces:R:3
N -0.788 -2.112 -0.355 -0.21 -0.06 0.59
C 0.069 -1.115 -0.627 0.98 -0.07 -2.58
N 1.393 -1.330 -0.623 -0.28 -0.59 0.60
N -0.323 0.001 -1.274 -1.13 -1.31 1.12
H -0.504 -2.974 0.084 0.55 0.21 -0.02
H -1.765 -1.923 -0.172 0.22 0.46 -0.32
H 2.021 -0.553 -0.759 -0.07 0.12 -0.01
H 1.778 -2.247 -0.463 -0.08 0.13 0.13
H 0.354 0.678 -1.584 0.03 0.09 0.36
H -1.274 0.267 -1.069 0.11 0.41 -0.23
H 0.235 2.998 1.349 -0.16 0.00 -0.07
H 0.068 2.355 2.705 0.17 -0.23 -0.03
O 0.237 2.134 1.779 -0.15 0.36 0.23
H -3.124 0.076 0.897 -0.06 0.09 -0.41
H -1.867 -0.058 1.654 0.48 0.07 -0.13
O -2.177 -0.043 0.740 -1.04 0.10 0.83
H 1.364 1.544 0.505 0.22 0.11 -0.21
H 2.361 2.159 -0.550 -0.02 -0.05 0.20
O 1.694 1.478 -0.414 0.43 0.17 -0.05
```
Positions in Å, forces in eV/Å.

No. 3
The following is a DFT calculation (wB97M-V/def2-TZVPD) of a cluster of 4 separate species, CH12NO3 in total in a non-equilibrium geometry.

## Properties
* gap between HOMO and LUMO: 11.8 eV
* energy relative to the best compared isomer or geometry (same formula, charge and spin): 118.7 kJ/mol
* charge: +1

Geometry as XYZ:
```
17
Properties=species:S:1:pos:R:3:forces:R:3
C -1.289 -1.628 0.808 2.34 0.77 -0.34
N -0.769 -0.327 0.182 0.59 -0.99 -0.73
H -0.779 -1.641 1.763 -0.44 -0.39 0.29
H -2.335 -1.622 0.838 -1.47 0.49 0.48
H -1.040 -2.509 0.239 0.55 0.01 -0.40
H 0.291 -0.216 -0.125 -1.99 -0.17 0.91
H -0.931 0.409 0.836 0.34 0.87 1.27
H -1.360 -0.051 -0.572 -0.34 -0.02 -1.26
H -0.162 -0.598 -3.692 1.16 1.36 0.95
H 0.587 0.737 -3.960 -0.20 -0.89 1.25
O 0.394 0.100 -3.216 -1.04 -0.55 -2.08
H -0.741 2.669 2.195 0.23 -1.14 0.10
H 0.347 1.890 2.958 -1.31 -0.51 -1.11
O -0.415 1.743 2.321 0.96 1.58 0.87
H 2.735 0.213 0.263 0.05 -0.22 -0.18
H 1.875 -1.057 -0.260 0.96 1.61 0.54
O 1.850 -0.113 0.071 -0.38 -1.81 -0.56
```
Positions in Å, forces in eV/Å.

No. 4
The following is a DFT calculation (wB97M-V/def2-TZVPD) of a cluster of 4 separate species, CH12NO3 in total in a non-equilibrium geometry.

## Properties
* gap between HOMO and LUMO: 12.8 eV
* energy relative to the best compared isomer or geometry (same formula, charge and spin): 94.2 kJ/mol
* charge: +1

Geometry as XYZ:
```
17
Properties=species:S:1:pos:R:3:forces:R:3
C 1.116 0.799 0.788 -0.37 -1.04 1.18
N 0.129 0.030 -0.017 -1.85 1.71 -1.90
H 0.771 0.497 1.799 0.95 1.00 -0.31
H 0.968 1.841 0.541 0.14 0.17 0.37
H 2.158 0.498 0.598 -0.60 -0.04 -0.02
H -0.511 -0.603 0.493 0.25 1.01 0.45
H -0.446 0.776 -0.607 0.57 -2.27 1.32
H 0.528 -0.580 -0.700 0.92 -0.35 -1.20
H 1.458 -0.525 -3.158 0.09 0.94 -1.27
H 1.880 -1.811 -2.513 -0.05 -0.06 0.07
O 1.329 -1.031 -2.382 -0.03 -0.95 1.26
H -2.788 0.360 -0.947 -0.58 -0.65 0.39
H -2.825 1.666 -1.743 1.51 -1.38 0.68
O -2.195 0.959 -1.381 -0.89 2.07 -1.05
H -0.651 -0.384 3.561 -0.58 0.00 -1.29
H -0.208 -1.641 2.983 -0.47 0.09 -0.75
O -0.712 -0.852 2.685 0.96 -0.25 2.08
```
Positions in Å, forces in eV/Å.

Please write out number 1 again, unchanged.
The following is a DFT calculation (wB97M-V/def2-TZVPD) of a cluster of 4 separate species, CH12N2O3 in total.

## Properties
* gap between HOMO and LUMO: 9.4 eV
* energy relative to the best compared isomer or geometry (same formula, charge and spin): 97.1 kJ/mol
* structure (SMILES): NCN.O.O.O

Geometry as XYZ:
```
18
Properties=species:S:1:pos:R:3:forces:R:3
N 1.159 0.732 0.102 -0.41 -0.58 -0.27
C 0.950 2.157 0.176 -0.12 -0.10 -0.12
N 1.989 2.961 0.743 -0.19 -0.02 -0.35
H 1.711 0.415 -0.680 0.25 0.18 0.15
H 1.463 0.289 0.954 0.13 0.11 0.08
H 0.736 2.483 -0.838 0.24 0.23 -0.15
H 0.010 2.327 0.685 -0.30 -0.06 0.50
H 2.252 2.834 1.700 0.12 0.19 -0.05
H 2.468 3.613 0.159 0.29 0.02 0.22
O -3.944 -1.268 -3.066 -0.02 -0.10 -0.06
H -3.419 -1.746 -2.417 0.01 0.00 -0.03
H -4.104 -1.910 -3.768 0.04 0.09 0.08
O -0.326 -3.338 -2.542 -0.09 0.14 0.10
H -0.647 -3.432 -1.640 0.04 -0.09 0.00
H -0.082 -2.408 -2.603 0.02 -0.02 -0.07
O 0.525 -0.519 4.706 0.06 0.13 -0.10
H 0.947 0.323 4.909 -0.01 -0.06 0.07
H 0.163 -0.393 3.824 -0.06 -0.06 0.02
```
Positions in Å, forces in eV/Å.